1.
Computed, not measured: a molecular structure, C23H49N3OP4Sc, with ωB97M-V/def2-TZVPD.

F_max = 6.6 eV Å⁻¹
E_HOMO (spin up / spin down) = -15.76 / -15.81 eV
Lowest unoccupied orbital energy (spin up / spin down) = -0.4510 / -0.4384 Ha
Net charge = +3

The geometry in XYZ format:
```
81
Properties=species:S:1:pos:R:3:forces:R:3:lowdin_charge:R:1
Sc 0.849 -0.028 -0.631 -3.097 2.461 5.287 0.555
P -1.374 2.061 0.538 -0.405 1.606 0.133 0.824
P -0.429 0.888 -3.063 -0.912 0.733 -0.939 0.806
P 1.055 0.036 2.563 0.354 0.731 0.532 0.824
H 2.152 0.322 -3.013 -0.396 -0.332 0.729 0.071
C 2.231 -0.504 -2.285 0.841 -3.581 -2.979 -0.113
C 1.298 -1.528 -2.131 3.582 -0.831 -2.970 -0.154
H 0.494 -1.759 -2.844 -0.207 0.805 0.690 0.093
C -0.701 3.779 0.505 0.363 -0.167 -0.153 -0.265
C -2.880 2.342 -0.488 0.112 -0.452 -0.352 -0.254
C -2.204 2.099 2.196 0.292 -0.675 0.203 -0.235
C 0.316 0.429 -4.688 0.355 -0.402 0.270 -0.242
C -2.193 0.688 -3.563 -0.127 -0.313 0.254 -0.240
C -0.233 2.711 -3.165 0.256 0.052 0.202 -0.243
C 2.613 -0.730 3.180 0.140 -0.483 -0.522 -0.253
C 0.019 -0.126 4.082 -0.370 -0.321 -0.096 -0.245
C 1.552 1.810 2.729 -0.111 -0.091 -0.101 -0.270
H 3.259 -0.678 -1.952 -0.585 0.173 0.453 0.104
H 1.629 -2.402 -1.551 -0.112 0.333 0.124 0.111
H -1.527 4.505 0.579 0.309 -0.283 -0.010 0.073
H -0.158 3.921 -0.439 -0.193 0.170 0.301 0.020
H 0.001 3.935 1.336 -0.215 -0.017 -0.266 0.043
H -3.523 3.116 -0.042 0.337 -0.198 0.055 0.082
H -3.455 1.409 -0.552 0.014 0.242 -0.079 0.034
H -2.596 2.667 -1.495 -0.142 -0.056 0.267 0.017
H -2.357 3.137 2.522 0.137 -0.212 -0.257 0.078
H -1.600 1.572 2.943 -0.304 0.217 -0.125 0.002
H -3.184 1.609 2.138 0.270 0.113 0.021 0.054
H -0.081 1.073 -5.483 -0.065 -0.206 0.296 0.077
H 0.107 -0.622 -4.921 0.038 0.228 -0.099 0.067
H 1.401 0.565 -4.668 -0.160 -0.002 -0.261 0.044
H -2.343 1.162 -4.544 0.120 -0.097 0.310 0.079
H -2.874 1.148 -2.837 0.199 -0.198 -0.266 0.022
H -2.441 -0.379 -3.645 0.021 0.363 -0.082 0.043
H 0.226 2.960 -4.130 -0.151 0.098 0.280 0.065
H 0.424 3.040 -2.354 -0.114 0.229 -0.246 0.004
H -1.204 3.214 -3.086 0.273 -0.045 -0.007 0.057
H 2.496 -1.011 4.235 0.186 0.084 -0.387 0.059
H 3.451 -0.028 3.071 -0.230 -0.228 0.091 0.048
H 2.829 -1.625 2.583 0.104 0.075 0.348 0.036
H 0.642 -0.471 4.918 -0.258 0.150 -0.231 0.058
H -0.776 -0.864 3.911 0.190 0.285 0.363 0.023
H -0.423 0.840 4.354 0.062 -0.327 -0.021 0.044
H 2.287 1.902 3.538 -0.257 0.103 -0.134 0.070
H 0.681 2.438 2.951 0.253 -0.096 -0.057 0.031
H 2.007 2.141 1.790 0.013 0.140 0.164 0.009
C 4.039 0.383 0.261 -1.766 -0.358 0.045 -0.339
C 4.485 1.682 -0.084 0.889 0.992 -0.257 0.039
C 5.827 2.009 0.048 -1.596 0.744 -0.590 0.006
C 6.750 1.061 0.485 0.495 -0.156 0.300 0.045
C 6.329 -0.249 0.765 -1.120 -1.283 0.206 0.015
C 4.989 -0.608 0.646 0.934 -0.153 0.298 0.045
O 2.745 0.105 0.235 1.431 -0.021 -0.600 -0.274
H 1.526 1.829 -0.508 -0.420 0.578 0.102 0.152
H 3.749 2.391 -0.482 0.393 -0.163 0.340 0.123
H 6.145 3.017 -0.207 0.045 -0.196 0.063 0.139
H 7.794 1.340 0.623 -0.226 -0.105 -0.080 0.149
H 7.039 -1.002 1.107 -0.087 0.249 -0.163 0.141
H 4.612 -1.614 0.860 0.357 0.374 -0.002 0.138
C -4.414 -2.304 0.395 0.454 -0.217 0.005 -0.145
N -3.721 -2.682 -0.847 0.405 -0.099 0.058 -0.132
C -3.179 -4.055 -0.708 -0.019 0.368 0.241 -0.143
N -2.274 -4.191 0.448 -0.001 0.712 0.200 -0.127
C -3.002 -3.772 1.675 0.178 0.103 -0.451 -0.136
N -3.524 -2.395 1.567 0.464 0.036 -0.240 -0.126
C -2.465 -1.390 1.539 -0.143 0.066 0.324 -0.300
P -1.315 -1.597 0.060 -0.504 -0.244 -0.202 0.934
C -2.682 -1.722 -1.219 -0.251 -0.120 -0.077 -0.324
C -1.030 -3.426 0.271 -0.157 -0.577 0.088 -0.309
H -5.244 -3.007 0.551 0.160 0.357 -0.082 0.147
H -4.783 -1.275 0.307 -0.085 -0.237 0.012 0.134
H -2.626 -4.315 -1.622 -0.303 -0.065 0.205 0.136
H -4.035 -4.731 -0.549 0.410 0.150 -0.212 0.146
H -2.316 -3.839 2.531 -0.291 -0.048 -0.160 0.137
H -3.859 -4.450 1.807 0.379 0.213 0.067 0.146
H -2.913 -0.387 1.496 0.105 -0.329 0.015 0.063
H -1.860 -1.453 2.456 -0.268 -0.029 -0.320 0.064
H -2.230 -2.016 -2.179 -0.217 0.034 0.206 0.084
H -3.143 -0.730 -1.342 0.161 -0.267 -0.019 0.069
H -0.374 -3.576 1.142 -0.153 -0.045 -0.196 0.100
H -0.504 -3.798 -0.619 -0.060 -0.042 0.140 0.090
```
Positions in Å, forces in eV/Å.

2.
Computed, not measured: 6 unconnected molecules or ions with the total composition C23H49O12P, with ωB97M-V/def2-TZVPD.

F_max = 2.6 eV Å⁻¹
E_HOMO = -8.08 eV
Lowest unoccupied orbital energy = 0.0136 Ha
Structure (SMILES) = C[C@@H](O)CPO.CCOC(C)=O.CCOC(C)=O.CCOC(C)=O.CCOC(C)=O.CCOC(C)=O

The geometry in XYZ format:
```
85
Properties=species:S:1:pos:R:3:forces:R:3:lowdin_charge:R:1
C 1.181 -6.531 -1.803 0.545 1.084 0.254 -0.091
C 0.797 -5.018 -1.202 0.635 -0.497 0.082 -0.410
O 0.212 -5.093 0.157 1.629 0.837 -0.814 -0.131
C 2.223 -4.173 -1.225 -0.775 -1.565 0.647 -0.371
P 2.616 -3.344 -2.900 2.120 -0.080 0.056 0.845
O 3.562 -4.554 -3.793 -1.038 -0.025 2.031 -0.458
H 0.260 -7.252 -1.836 1.862 1.426 0.010 0.083
H 1.641 -6.316 -2.882 -1.201 -0.676 2.169 0.076
H 2.071 -6.977 -1.146 -2.137 0.833 -1.302 0.091
H -0.002 -4.541 -1.913 1.553 -0.725 1.275 0.127
H 0.598 -4.364 0.754 -0.724 -1.207 -1.555 0.061
H 2.307 -3.413 -0.326 -0.356 -1.322 -2.148 0.072
H 3.071 -4.990 -1.038 -1.584 1.816 -0.439 0.090
H 1.429 -3.182 -3.728 0.169 -1.150 0.682 -0.092
H 3.909 -5.243 -3.153 -0.730 1.230 -1.090 0.038
C 3.083 0.401 3.728 0.196 -0.071 -0.152 -0.061
C 1.628 -0.025 3.734 0.239 0.113 0.383 -0.222
O 1.298 -0.744 2.531 -0.439 -0.919 -0.668 0.008
C 1.478 -2.075 2.359 -0.251 0.177 -0.772 -0.464
C 2.337 -2.820 3.335 -0.271 -0.444 0.592 0.019
O 1.009 -2.639 1.373 0.462 1.210 1.311 0.044
H 3.754 -0.462 3.705 -0.050 0.058 0.112 0.067
H 3.314 0.996 4.616 -0.084 -0.081 -0.094 0.083
H 3.303 0.997 2.836 -0.096 -0.014 0.148 0.084
H 1.361 -0.602 4.624 0.045 0.065 -0.164 0.101
H 0.994 0.868 3.744 -0.027 -0.346 -0.183 0.121
H 3.367 -2.837 2.971 -0.107 0.026 0.025 0.102
H 1.964 -3.845 3.410 0.171 0.134 -0.238 0.098
H 2.310 -2.413 4.345 0.152 0.152 -0.119 0.078
C -0.020 4.363 6.784 0.301 0.043 0.064 -0.078
C -0.907 3.272 6.218 0.012 0.378 0.176 -0.219
O -0.198 2.021 6.145 0.018 -0.751 -0.199 -0.018
C -0.100 1.134 7.164 0.783 -1.199 -0.254 -0.495
C -0.480 1.575 8.544 -0.728 -0.120 0.329 0.012
O 0.369 0.016 6.965 -0.719 1.940 -0.128 0.068
H 0.290 4.138 7.808 -0.199 0.094 -0.094 0.065
H -0.543 5.324 6.784 0.054 -0.203 0.039 0.070
H 0.895 4.460 6.191 -0.169 -0.056 -0.085 0.083
H -1.846 3.162 6.769 0.213 -0.016 0.077 0.114
H -1.182 3.531 5.190 0.154 -0.334 0.100 0.124
H 0.405 1.958 9.057 -0.108 -0.011 -0.074 0.102
H -0.866 0.709 9.089 0.335 0.059 -0.100 0.095
H -1.270 2.323 8.565 0.234 0.201 -0.006 0.062
C 0.613 -3.462 -7.251 0.026 -0.156 -0.186 -0.051
C -0.462 -2.560 -6.678 0.306 -0.217 -0.002 -0.223
O -1.554 -2.410 -7.604 -0.555 0.191 0.143 -0.045
C -2.602 -3.263 -7.698 -1.266 0.299 -1.143 -0.498
C -2.508 -4.600 -7.031 -0.287 -0.218 0.687 0.008
O -3.577 -2.969 -8.388 1.975 -0.142 1.188 0.080
H 0.236 -4.472 -7.431 0.036 0.059 0.142 0.072
H 1.466 -3.526 -6.570 -0.089 0.012 -0.063 0.076
H 0.961 -3.078 -8.216 -0.017 0.068 0.187 0.080
H -0.818 -2.896 -5.700 -0.066 -0.048 -0.155 0.108
H -0.046 -1.558 -6.527 -0.300 -0.076 -0.178 0.123
H -2.108 -5.330 -7.739 -0.022 0.093 0.082 0.101
H -3.513 -4.906 -6.726 0.143 0.024 -0.315 0.095
H -1.904 -4.598 -6.125 0.180 -0.045 -0.167 0.071
C -2.242 9.339 8.877 0.195 0.017 0.153 -0.067
C -3.129 8.248 8.311 0.055 0.252 0.097 -0.227
O -2.420 6.997 8.238 -0.054 -0.652 -0.183 -0.009
C -2.322 6.110 9.257 0.820 -1.309 -0.271 -0.484
C -2.702 6.551 10.637 -0.656 -0.131 0.368 0.009
O -1.852 4.992 9.058 -0.941 2.031 0.020 0.071
H -1.932 9.114 9.901 -0.124 0.057 -0.055 0.068
H -2.765 10.300 8.878 0.051 -0.122 -0.019 0.084
H -1.327 9.436 8.284 -0.208 -0.002 -0.002 0.086
H -4.068 8.138 8.862 0.173 -0.065 0.036 0.115
H -3.404 8.507 7.283 0.149 -0.328 0.128 0.125
H -1.816 6.934 11.150 -0.097 -0.030 -0.066 0.101
H -3.088 5.685 11.182 0.322 0.084 -0.095 0.096
H -3.492 7.299 10.658 0.198 0.141 -0.023 0.073
C -1.405 -0.356 -9.997 -0.098 -0.259 -0.176 -0.056
C 0.017 0.135 -9.817 -0.374 -0.003 -0.082 -0.223
O 0.963 -0.895 -10.157 0.621 -0.116 0.015 -0.017
C 1.418 -1.135 -11.410 1.189 -1.324 -0.128 -0.504
C 0.700 -0.517 -12.570 0.180 0.650 -0.415 0.002
O 2.353 -1.913 -11.589 -1.701 1.415 0.708 0.076
H -1.613 -0.615 -11.038 0.016 0.177 0.023 0.072
H -2.120 0.410 -9.682 0.079 -0.084 -0.008 0.090
H -1.575 -1.261 -9.405 0.045 0.416 -0.134 0.056
H 0.220 1.056 -10.372 0.043 -0.153 -0.055 0.111
H 0.185 0.370 -8.760 0.213 -0.214 -0.195 0.120
H -0.065 -1.207 -12.931 0.073 0.086 0.065 0.099
H 1.426 -0.333 -13.368 -0.130 -0.298 0.119 0.094
H 0.249 0.448 -12.344 -0.191 -0.151 0.072 0.070
```
Positions in Å, forces in eV/Å.

3.
Computed, not measured: 2 unconnected molecules or ions with the total composition C23H50BN2OS2, with ωB97M-V/def2-TZVPD.

F_max = 0.7 eV Å⁻¹
E_HOMO = -9.92 eV
Lowest unoccupied orbital energy = -0.0864 Ha
Net charge = +1

The geometry in XYZ format:
```
79
Properties=species:S:1:pos:R:3:forces:R:3:lowdin_charge:R:1
C -0.307 -2.133 -1.855 -0.136 0.036 0.394 -0.112
C 0.348 -1.538 -0.609 -0.089 0.493 -0.441 -0.259
C 1.798 -1.083 -0.850 -0.010 -0.010 0.296 -0.171
C 2.865 -2.061 -0.313 -0.205 0.348 -0.022 -0.195
N 3.760 -1.397 0.639 0.056 -0.262 -0.283 -0.230
C 4.176 -2.244 1.775 -0.337 0.038 0.069 -0.170
C 4.887 -3.571 1.458 0.028 -0.209 0.356 -0.175
C 4.047 -4.846 1.679 0.308 -0.030 -0.152 -0.201
C 3.580 -5.550 0.388 -0.285 -0.175 -0.055 -0.152
B 4.760 -6.272 -0.373 0.118 0.116 -0.090 -0.303
O 5.740 -5.574 -1.013 -0.264 -0.402 -0.401 0.100
C 4.852 -0.724 0.041 -0.010 0.294 0.144 -1.052
S 5.896 -1.360 -1.012 -0.074 -0.097 -0.258 0.810
S 5.081 0.967 0.623 0.390 0.035 0.258 0.849
C 4.361 1.996 -0.706 -0.371 -0.061 -0.265 -0.492
C 4.399 1.464 -2.130 0.215 0.303 -0.350 -0.328
C 5.779 1.595 -2.798 -0.123 -0.530 0.101 -0.120
H -1.282 -2.554 -1.604 -0.003 -0.161 -0.092 0.062
H -0.478 -1.352 -2.596 0.144 -0.026 -0.143 0.069
H 0.314 -2.910 -2.298 -0.049 -0.083 -0.068 0.078
H -0.230 -0.646 -0.335 -0.100 -0.051 0.147 0.075
H 0.278 -2.219 0.238 0.093 -0.078 0.035 0.104
H 1.939 -0.896 -1.916 0.021 0.001 -0.059 0.106
H 1.951 -0.131 -0.341 0.098 0.029 0.010 0.102
H 3.420 -2.491 -1.149 0.035 -0.304 0.101 0.092
H 2.356 -2.843 0.245 0.078 -0.195 -0.073 0.107
H 3.261 -2.459 2.333 -0.027 0.030 0.054 0.116
H 4.788 -1.634 2.436 0.072 0.126 -0.076 0.117
H 5.755 -3.630 2.115 0.096 0.023 -0.049 0.117
H 5.286 -3.574 0.450 0.079 0.206 -0.052 0.049
H 4.663 -5.559 2.229 -0.053 -0.020 0.114 0.110
H 3.202 -4.622 2.333 -0.106 -0.006 -0.034 0.103
H 3.074 -4.841 -0.276 0.024 0.061 -0.003 0.082
H 2.833 -6.302 0.652 -0.063 0.012 0.010 0.093
H 4.870 -7.460 -0.435 0.094 -0.022 0.267 0.081
H 5.465 -4.685 -1.244 0.213 0.442 0.205 0.066
H 4.933 2.923 -0.677 0.084 0.006 0.178 0.074
H 3.337 2.249 -0.429 -0.055 -0.130 0.092 0.056
H 3.686 2.065 -2.698 -0.097 -0.022 0.014 0.104
H 4.040 0.439 -2.196 -0.048 -0.028 0.143 0.058
H 6.556 1.733 -2.047 0.081 0.152 -0.029 0.067
H 5.798 2.398 -3.529 0.087 0.184 0.102 0.070
H 6.037 0.675 -3.322 0.024 0.014 -0.086 0.055
C -6.581 3.345 2.237 0.092 0.028 0.010 -0.083
C -5.236 3.912 1.785 -0.171 -0.075 0.053 -0.253
C -5.049 3.898 0.269 0.176 0.144 0.079 -0.163
C -4.998 2.570 -0.470 -0.213 0.205 0.002 -0.096
N -3.901 1.584 -0.150 0.136 -0.284 -0.352 -0.206
C -4.166 0.783 1.099 -0.119 0.023 0.137 -0.089
C -5.270 -0.192 0.724 -0.067 -0.003 -0.084 -0.132
C -5.031 -0.509 -0.764 -0.102 0.062 -0.009 -0.119
C -3.977 0.501 -1.225 -0.019 -0.200 0.058 -0.086
C -2.507 2.179 -0.194 0.007 -0.011 0.241 -0.092
C -1.977 2.888 1.062 0.212 0.242 -0.094 -0.200
C -1.811 4.410 0.971 -0.129 -0.011 0.131 -0.083
H -6.755 2.335 1.856 -0.008 -0.002 0.023 0.056
H -6.634 3.299 3.324 -0.027 -0.008 0.002 0.084
H -7.402 3.975 1.894 -0.017 -0.031 -0.043 0.086
H -4.425 3.393 2.297 0.033 0.056 -0.027 0.077
H -5.163 4.949 2.115 -0.003 0.013 -0.015 0.120
H -4.184 4.499 -0.014 0.014 -0.078 0.019 0.096
H -5.903 4.420 -0.172 -0.018 -0.052 -0.055 0.134
H -4.871 2.795 -1.528 -0.009 -0.014 -0.013 0.136
H -5.939 2.030 -0.368 0.039 -0.067 0.032 0.131
H -3.235 0.268 1.337 0.015 0.004 0.004 0.150
H -4.438 1.438 1.919 0.076 0.024 -0.009 0.113
H -6.249 0.264 0.865 0.004 -0.006 0.042 0.102
H -5.245 -1.075 1.356 0.070 0.000 0.012 0.127
H -5.949 -0.426 -1.342 -0.006 0.028 0.014 0.120
H -4.658 -1.520 -0.906 0.034 0.006 -0.007 0.119
H -4.188 0.965 -2.183 0.059 0.040 -0.011 0.137
H -2.998 0.031 -1.269 0.036 0.025 0.000 0.119
H -2.474 2.816 -1.078 -0.022 0.062 0.026 0.143
H -1.859 1.327 -0.381 -0.034 -0.033 -0.077 0.107
H -0.984 2.471 1.233 -0.025 -0.075 -0.009 0.115
H -2.548 2.619 1.949 -0.015 -0.037 -0.022 0.094
H -1.589 4.729 -0.048 0.031 -0.002 -0.006 0.084
H -0.986 4.732 1.602 0.023 -0.018 -0.006 0.084
H -2.692 4.950 1.316 0.010 -0.002 -0.057 0.057
```
Positions in Å, forces in eV/Å.

The lowest F_max belongs to which entry? C23H50BN2OS2